Computed, not measured: C21H19CrN9O5S6 as an isolated structure, with ωB97M-V/def2-TZVPD.

```
61
Properties=species:S:1:pos:R:3:lowdin_charge:R:1
Cr -0.8213 1.3192 -0.3721 0.429
C -2.9262 -2.4174 -3.4198 -0.012
C -2.7774 -0.9778 -3.7618 -0.333
N -2.9067 -0.4350 -4.9467 0.116
N -2.6372 0.9613 -4.7028 0.016
C -2.3200 1.2140 -3.4438 -0.879
S -2.2374 2.7168 -2.8350 0.672
N -2.3586 -0.0330 -2.8259 -0.048
N -2.0996 -0.1565 -1.4360 0.041
H -3.8677 -2.8593 -3.7943 0.082
H -2.8675 -2.5628 -2.3606 0.056
H -2.0586 -3.0717 -3.8240 0.115
H -2.5385 1.6247 -5.4493 0.135
H -1.5277 -1.0403 -1.2556 0.098
H -2.9786 -0.2296 -0.9515 0.002
S -3.1319 1.1240 3.7866 0.316
C -3.3298 1.0792 2.0799 -1.769
S -2.4543 2.3268 1.0879 0.324
S -4.3331 -0.0106 1.2144 0.282
N 0.3665 2.2713 7.3298 0.064
C 0.7064 2.0069 5.9846 -0.337
C -0.0858 2.5188 4.9756 -0.053
C 0.2053 2.2417 3.6248 -0.049
C 1.3359 1.4829 3.3377 -0.298
C 2.1196 0.9572 4.3506 -0.097
C 1.8177 1.2233 5.6538 -0.059
S 1.8205 1.1376 1.6815 0.564
O 2.0033 2.4120 1.0779 -0.301
O 2.9384 0.2416 1.7227 -0.318
N 0.5258 0.4211 1.0259 -0.174
C 0.1536 -0.7270 1.6312 -0.444
N 0.7739 -1.1833 2.7464 0.116
C 0.2136 -2.1704 3.4459 -0.146
C -0.9253 -2.8124 3.0296 -0.083
C -1.4287 -2.3515 1.8262 -0.173
N -0.9603 -1.3469 1.1429 0.125
H -0.6028 2.5240 7.3945 0.066
H 0.5905 1.5094 7.9688 0.076
H -1.0258 2.9887 5.2339 0.089
H -0.5685 2.3941 2.8796 0.028
H 2.9109 0.2851 4.0487 0.103
H 2.4366 0.7117 6.4041 0.102
H 0.6410 -2.2752 4.4711 0.112
H -1.4381 -3.6026 3.6008 0.093
H -2.3527 -2.7200 1.4387 0.086
O 0.5975 -1.3906 -1.3811 0.065
C 1.0752 -0.5343 -2.0465 -0.478
N 0.6852 0.8489 -2.0687 -0.125
S 1.3540 1.5799 -3.3699 0.592
O 0.3835 1.7048 -4.4192 -0.333
O 2.2110 2.6847 -2.9947 -0.294
C 2.3168 0.2549 -3.8871 -0.240
C 3.0800 0.2019 -5.0623 -0.030
C 3.6525 -1.0266 -5.3829 -0.072
C 3.4966 -2.1259 -4.5003 -0.103
C 2.8121 -2.0367 -3.3444 -0.033
C 2.1677 -0.8417 -3.0855 -0.108
H 3.2369 1.0618 -5.6603 0.103
H 4.3271 -1.1480 -6.2301 0.094
H 3.9132 -3.1030 -4.7631 0.100
H 2.6912 -2.8404 -2.6206 0.125
```

## Properties
Net charge = -2
Relative energy (zero: lowest compared OMol25 entry of this formula, charge and spin) = 25.6 kJ/mol
2S+1 = 5
Frontier orbital gap (spin up / spin down) = 5.157 / 5.262 eV


Computed, not measured: C21H19N2O2Sn as an isolated structure, with ωB97M-V/def2-TZVPD.

```
45
Properties=species:S:1:pos:R:3:lowdin_charge:R:1
Sn 0.3382 0.0721 0.0451 1.433
O 1.3770 1.8185 -0.0524 -0.159
C 0.7406 2.9746 -0.1815 -0.325
C 1.2280 4.0869 0.5202 0.008
C 0.6377 5.3219 0.3909 -0.037
C -0.4602 5.5217 -0.4615 -0.066
C -0.9376 4.4571 -1.1755 -0.027
C -0.3684 3.1696 -1.0393 -0.155
C -0.9002 2.1295 -1.8547 -0.041
N -0.6622 0.8681 -1.7132 -0.063
C -1.1579 -0.1201 -2.6684 -0.154
C -1.4999 -1.3907 -1.8913 -0.158
N -0.3838 -1.6738 -1.0001 -0.069
C 0.1562 -2.8335 -0.8856 -0.034
C 1.2889 -3.1427 -0.0722 -0.152
C 1.5253 -4.5016 0.2074 -0.021
C 2.5924 -4.8918 0.9776 -0.064
C 3.4661 -3.9157 1.4583 -0.035
C 3.2722 -2.5778 1.1715 0.011
C 2.1800 -2.1660 0.4114 -0.312
O 2.0905 -0.8599 0.1050 -0.161
H 2.0870 3.9414 1.1612 0.127
H 1.0351 6.1568 0.9531 0.117
H -0.9072 6.4995 -0.5644 0.111
H -1.7685 4.5910 -1.8581 0.120
H -1.5549 2.4370 -2.6728 0.150
H -2.0253 0.2567 -3.2122 0.133
H -0.3622 -0.3383 -3.3849 0.137
H -2.3859 -1.2205 -1.2741 0.123
H -1.6868 -2.2262 -2.5675 0.134
H -0.2908 -3.6671 -1.4318 0.152
H 0.8441 -5.2438 -0.1919 0.121
H 2.7601 -5.9364 1.1955 0.113
H 4.3174 -4.2074 2.0590 0.118
H 3.9652 -1.8261 1.5234 0.129
C -1.9661 1.0295 1.5365 -0.138
C -0.7332 0.3628 1.9430 -0.280
C -1.0953 -1.0770 2.0945 -0.150
C -2.4017 -1.1954 1.7251 -0.107
C -2.9327 0.0946 1.3866 -0.096
H -2.0652 2.0980 1.4143 0.113
H -0.0162 0.8000 2.6304 0.123
H -0.4436 -1.8377 2.4964 0.112
H -2.9482 -2.1263 1.6727 0.111
H -3.9484 0.2884 1.0745 0.111
```

## Properties
Net charge = +1
Relative energy (zero: lowest compared OMol25 entry of this formula, charge and spin) = 0.0 kJ/mol
Frontier orbital gap = 7.892 eV


Computed, not measured: C21H19N2OSV as an isolated structure, with ωB97M-V/def2-TZVPD.

```
45
Properties=species:S:1:pos:R:3:lowdin_charge:R:1
V 0.1063 -0.3860 -0.2942 0.846
S 2.7530 2.6852 1.3845 1.166
C 1.9566 1.8755 2.7125 -0.434
C 2.1264 2.0598 4.0747 -0.070
C 1.3595 1.2992 4.9368 -0.067
C 0.4635 0.3443 4.4554 -0.067
C 0.3047 0.1434 3.1007 -0.019
C 1.0427 0.9275 2.2154 -0.285
N 0.9878 0.8737 0.8494 -0.069
C 1.8243 1.7234 0.2806 -0.491
C 1.9234 1.6608 -1.1486 -0.253
C 2.6612 2.5370 -1.9462 -0.030
C 2.7224 2.3127 -3.3080 -0.070
C 2.0567 1.2256 -3.8623 -0.067
C 1.2984 0.3727 -3.0638 -0.103
C 1.2127 0.5663 -1.6945 -0.170
H 2.8461 2.7731 4.4414 0.116
H 1.4524 1.4487 6.0010 0.112
H -0.1035 -0.2494 5.1561 0.110
H -0.3685 -0.6149 2.7125 0.097
H 3.1650 3.3802 -1.4931 0.108
H 3.2920 2.9792 -3.9390 0.109
H 2.1344 1.0419 -4.9240 0.107
H 0.7751 -0.4597 -3.5247 0.099
C 0.8752 -4.2092 -0.6198 0.008
C -0.2884 -3.2659 -0.5427 -0.398
C -1.6553 -3.8017 -0.2334 0.003
O -0.1184 -2.0491 -0.7473 -0.113
H 0.5727 -5.2407 -0.4673 0.087
H 1.6356 -3.9354 0.1160 0.099
H 1.3403 -4.1172 -1.6053 0.104
H -1.7644 -4.8168 -0.6058 0.091
H -2.4278 -3.1604 -0.6598 0.088
H -1.8037 -3.8348 0.8475 0.100
C -4.2755 0.8677 -1.0585 -0.027
C -3.2701 1.4358 -1.8331 -0.022
C -1.9490 1.2294 -1.4932 -0.069
N -1.5726 0.4741 -0.4433 -0.075
C -2.5506 -0.0372 0.3299 -0.108
C -3.8919 0.1304 0.0569 -0.035
H -5.3158 1.0003 -1.3080 0.118
H -3.5128 2.0358 -2.6940 0.118
H -1.1458 1.6690 -2.0765 0.123
H -2.2360 -0.6030 1.2048 0.114
H -4.6384 -0.2915 0.7100 0.116
```

## Properties
Net charge = +1
Relative energy (zero: lowest compared OMol25 entry of this formula, charge and spin) = 119.5 kJ/mol
2S+1 = 4
Frontier orbital gap (spin up / spin down) = 6.197 / 7.885 eV


Computed, not measured: the molecule C21H19N3OS, with ωB97M-V/def2-TZVPD.

```
45
Properties=species:S:1:pos:R:3:lowdin_charge:R:1
O -2.5760 1.6269 1.1114 0.043
N -1.9897 4.9963 -2.3365 -0.048
N -1.1286 4.0722 -1.8019 -0.014
S -3.0029 4.3058 -0.0722 1.068
C -1.3955 1.5702 0.7730 -0.384
C -2.9690 5.2266 -1.4789 -0.530
C -1.5621 3.4948 -0.7169 -0.552
C 0.6912 -4.0977 2.1283 -0.041
C -1.4475 -0.3202 -3.1579 -0.095
C 2.1148 -3.7233 2.1106 -0.060
C -0.1237 -0.0490 -3.4804 -0.056
C -0.3296 -3.2438 1.6278 -0.007
C -1.7439 -0.7178 -1.9241 -0.046
C 2.4592 -2.5787 1.4468 -0.024
C 0.9217 -0.1557 -2.5230 -0.019
C 0.0845 -2.0458 1.0750 -0.152
C -0.7355 -0.8824 -0.9871 -0.086
C 1.4221 -1.8652 0.8064 -0.137
C 0.6540 -0.6715 -1.2617 -0.091
N -0.9185 2.3739 -0.2196 0.131
C 3.1369 -0.2054 -0.4096 -0.027
C -0.6760 0.3049 2.7781 0.000
C -0.9076 -0.9727 0.5584 -0.119
C 1.0089 0.4731 0.8734 -0.039
C 1.6707 -0.6561 -0.0739 -0.296
C -0.5443 0.3549 1.2359 -0.304
H -3.7914 5.9187 -1.7254 0.076
H 0.4700 -4.9201 2.7997 0.088
H -2.1750 -0.1595 -3.9380 0.111
H 2.8260 -4.3990 2.5675 0.094
H 0.0340 0.3409 -4.4715 0.098
H -1.3338 -3.5432 1.6577 0.095
H -2.6970 -0.8123 -1.5316 0.102
H 3.4054 -2.2397 1.0744 0.097
H 1.9545 0.0791 -2.7973 0.104
H -0.1865 1.9872 -0.7323 0.106
H 3.0855 0.6813 -1.0831 0.083
H 3.5587 -1.0538 -1.0488 0.113
H 3.8176 0.0085 0.3899 0.071
H 0.0867 -0.3396 3.1202 0.071
H -1.6254 -0.0246 3.0505 0.073
H -0.3053 1.1071 3.3710 0.089
H -1.9828 -1.2483 0.9401 0.186
H 1.1380 1.4995 0.5105 0.114
H 1.6070 0.5035 1.7651 0.114
```

## Properties
SMILES = C[C@@]1(C(=O)Nc2nncs2)C[C@]2(C)c3ccccc3[C@H]1c1ccccc12
Relative energy (zero: lowest compared OMol25 entry of this formula, charge and spin) = 257.4 kJ/mol
Frontier orbital gap = 9.369 eV


Computed, not measured: C21H19N4O4Ru as an isolated structure, with ωB97M-V/def2-TZVPD.

```
49
Properties=species:S:1:pos:R:3:lowdin_charge:R:1
Ru -0.1023 0.1203 0.6108 1.442
O -1.6259 -1.0428 -0.0075 -0.164
C -2.7171 -0.5998 -0.5461 -0.326
C -3.4737 -1.4951 -1.3469 -0.009
C -4.6646 -1.1217 -1.9060 -0.081
C -5.2031 0.1604 -1.6920 -0.104
C -4.5074 1.0398 -0.9111 -0.060
C -3.2570 0.7046 -0.3449 -0.143
C -2.6323 1.6773 0.4953 -0.078
N -1.4126 1.6524 0.9060 -0.103
C -0.9554 2.6929 1.8454 -0.166
C 0.3235 2.1787 2.5240 -0.188
N 1.0763 1.6012 1.4152 -0.105
C 1.9357 2.3438 0.8235 -0.070
C 2.3523 2.2260 -0.5517 -0.143
C 3.2308 3.1938 -1.0577 -0.054
C 3.5399 3.2442 -2.3981 -0.101
C 2.9481 2.3144 -3.2575 -0.077
C 2.0802 1.3520 -2.7878 -0.002
C 1.7664 1.2757 -1.4207 -0.321
O 1.0106 0.2930 -1.0007 -0.186
H -3.0575 -2.4813 -1.5038 0.117
H -5.2054 -1.8297 -2.5223 0.104
H -6.1504 0.4382 -2.1328 0.096
H -4.9055 2.0306 -0.7192 0.108
H -3.2585 2.5106 0.8204 0.135
H -1.7319 2.9331 2.5738 0.120
H -0.7106 3.5951 1.2774 0.124
H 0.0981 1.3997 3.2472 0.097
H 0.8623 2.9990 3.0054 0.118
H 2.3108 3.2171 1.3627 0.132
H 3.6584 3.9198 -0.3743 0.109
H 4.2152 3.9967 -2.7804 0.097
H 3.1728 2.3472 -4.3167 0.104
H 1.6303 0.6233 -3.4484 0.120
C 2.1663 -5.0073 0.0196 -0.021
N 1.6325 -3.8924 0.7871 -0.050
C 1.4793 -3.9627 2.1339 -0.055
C 0.9232 -2.9654 2.8538 0.012
C 0.5208 -1.8166 2.1073 -0.483
O -0.0983 -0.7987 2.5687 -0.100
N 0.7889 -1.7169 0.8019 0.038
C 1.1879 -2.7758 0.0335 -0.481
O 1.2503 -2.8037 -1.1729 0.086
H 2.4754 -5.7894 0.7093 0.085
H 3.0187 -4.6802 -0.5727 0.096
H 1.4102 -5.3920 -0.6624 0.096
H 1.8269 -4.8785 2.5934 0.127
H 0.7773 -3.0309 3.9192 0.110
```

## Properties
Relative energy (zero: lowest compared OMol25 entry of this formula, charge and spin) = 16.0 kJ/mol
2S+1 = 2
Frontier orbital gap (spin up / spin down) = 7.539 / 7.602 eV


Computed, not measured: C21H19N5OOsSi as an isolated structure, with ωB97M-V/def2-TZVPD.

```
48
Properties=species:S:1:pos:R:3:lowdin_charge:R:1
Os 1.2283 -0.1190 -0.2278 1.641
C 4.6723 -1.6744 -2.4618 -0.018
C 3.4196 -1.6606 -1.8099 -0.037
N 3.1939 -0.5429 -1.1174 -0.052
C 4.0004 0.5066 -0.9536 -0.161
C 5.2667 0.4164 -1.4595 -0.108
C 5.4970 -0.6654 -2.3003 0.010
C 6.1742 1.5005 -1.2844 0.031
C 5.8599 2.5312 -0.4928 0.000
C 4.5995 2.5916 0.0715 -0.139
C 4.2510 3.4602 1.1182 0.048
C 3.0105 3.4719 1.6914 0.023
C 2.0589 2.5142 1.2276 -0.057
N 2.4239 1.6007 0.3383 -0.076
C 3.6223 1.6478 -0.1613 -0.184
H 5.0766 -2.5367 -2.9921 0.137
H 2.6581 -2.4598 -1.8407 0.122
H 6.4485 -0.8274 -2.7713 0.143
H 7.2007 1.5377 -1.5573 0.130
H 6.5813 3.3675 -0.3040 0.162
H 5.0691 4.0951 1.4214 0.138
H 2.6549 4.2437 2.3564 0.126
H 1.0093 2.5858 1.4610 0.109
N -0.4925 -2.8657 -2.6506 0.220
C -0.6257 -1.9730 -1.7014 -0.324
O 0.6876 -1.4893 -1.3002 -0.367
C -1.7029 -1.2359 -1.2309 -0.122
C -1.5323 -0.3149 0.0155 -0.356
N -2.9187 -0.1825 0.3053 0.137
C -2.8417 -1.5131 -2.1055 -0.174
N -3.8755 -1.8156 -2.6753 0.166
H 0.3718 -3.1731 -3.0210 0.121
H -1.3398 -3.3463 -3.0036 0.157
C -5.7447 -2.3746 1.9838 -0.191
Si -5.7439 -0.5787 1.9750 0.639
C -7.1969 0.0929 1.1486 -0.184
C -4.8411 0.4812 3.4053 -0.156
C -3.9068 -0.2023 0.8358 0.127
C -0.5523 0.2513 0.5062 -0.132
H -5.8231 -2.6881 0.9434 0.047
H -6.7709 -2.4769 2.3456 0.051
H -4.8567 -2.9677 2.4513 0.100
H -6.8400 0.9185 0.5151 0.048
H -7.9790 0.4960 1.8092 0.063
H -7.7078 -0.5224 0.3593 0.077
H -4.1392 -0.2345 3.8325 0.029
H -5.3339 0.8563 4.2960 0.037
H -4.2708 1.2735 3.0090 0.000
```

## Properties
Net charge = +2
2S+1 = 5
Frontier orbital gap (spin up / spin down) = 7.893 / 5.862 eV


| no. | maximum force (eV Å⁻¹) | molar mass (g mol⁻¹) |
| --- | --- | --- |
| 1 | 3.791 | 721.839 |
| 2 | 1.115 | 450.106 |
| 3 | 3.372 | 398.407 |
| 4 | 3.280 | 361.470 |
| 5 | 1.174 | 492.477 |
| 6 | 11.219 | 575.733 |